Entry from OMol25: C15H31AuS2Si4Te as an isolated structure (wB97M-V/def2-TZVPD).

Element x y z (Å)
Au 0.10962 0.57471 0.19090
S -0.12085 1.63324 2.42586
C 1.62069 1.67371 2.58638
C 2.13120 1.54017 3.87493
C 3.48935 1.55112 4.13227
C 4.37886 1.72372 3.08334
C 3.89107 1.87995 1.79984
C 2.52966 1.84836 1.51584
S 2.07249 2.05422 -0.16012
H 1.42055 1.43979 4.68454
H 3.85075 1.40706 5.14773
H 5.45187 1.71755 3.25974
H 4.56918 2.04843 0.97285
C -1.54277 -5.93137 1.71455
Si 0.31592 -5.82620 2.16503
C 0.35876 -4.96024 3.86998
C 0.77718 -7.64916 2.56698
Si 1.54155 -4.67390 0.52730
Te 0.51779 -2.55517 0.02430
Si 1.49040 -5.94133 -1.45152
C 2.52023 -5.11416 -2.83757
C 2.07914 -7.77021 -1.46053
C -0.28689 -6.03311 -2.16090
Si 3.76294 -4.62041 1.27055
C 4.95949 -3.76600 0.04986
C 4.59702 -6.32721 1.56639
C 4.01514 -3.71831 2.93437
H -2.16509 -6.30937 2.52458
H -1.69302 -6.57959 0.85581
H -1.91304 -4.94800 1.44496
H -0.36955 -5.35813 4.57557
H 0.15882 -3.90005 3.75560
H 1.34005 -5.05561 4.32653
H 0.12880 -8.08912 3.32324
H 1.79800 -7.71619 2.93250
H 0.71006 -8.26844 1.67702
H 3.58355 -5.20792 -2.63710
H 2.29263 -4.05439 -2.87780
H 2.33655 -5.52779 -3.82791
H 3.12023 -7.83990 -1.15994
H 1.98921 -8.24088 -2.43775
H 1.50020 -8.36273 -0.75851
H -0.72605 -5.04136 -2.16716
H -0.91727 -6.66057 -1.53778
H -0.33673 -6.42348 -3.17608
H 5.04831 -4.33743 -0.87028
H 5.96127 -3.64812 0.46088
H 4.59445 -2.77901 -0.21365
H 4.60422 -6.92030 0.65670
H 4.06316 -6.89563 2.32226
H 5.62797 -6.22369 1.90012
H 3.56571 -2.73083 2.90932
H 5.06755 -3.59323 3.18599
H 3.54865 -4.26763 3.74778

Calculated values
multiplicity	1
orbital gap	0.1998	hartree
total charge	-2
E_tot	-80229.2435	eV
relative energy (zero: lowest compared OMol25 entry of this formula, charge and spin)	163.2	kJ/mol

---

Entry from OMol25: C15H31BF4MgP2 as an isolated structure (wB97M-V/def2-TZVPD).

Element x y z (Å)
P 1.09848 -2.44938 1.71487
P 1.64733 2.25984 1.63030
C 0.69707 -0.57887 1.62441
C 1.55406 0.50677 0.93804
H 0.36865 -0.25748 2.62767
H -0.22427 -0.74583 1.02701
H 2.62981 0.19056 0.86461
H 1.17402 0.54833 -0.09307
C -0.07816 2.94798 1.34628
H -0.69283 2.81107 2.25695
H -0.61868 2.48833 0.48928
H -0.05583 4.02520 1.10071
C 2.43441 3.07625 0.19651
H 1.81757 3.29551 -0.65732
H 3.32618 2.57775 -0.16520
H 2.81355 4.03963 0.58257
C -0.04569 -3.49415 0.74317
H -0.05285 -4.49242 1.18798
H 0.25097 -3.63064 -0.30146
H -1.07142 -3.10455 0.74049
C 2.75809 -2.74828 1.13930
H 3.22872 -1.80197 0.86460
H 2.75037 -3.40629 0.26379
H 3.30379 -3.23410 1.95959
Mg -1.37186 0.53429 -0.59377
C -0.59973 2.05407 -1.93330
C -1.97500 1.89982 -2.05460
C -2.70185 0.95157 -3.01455
C -2.06687 -0.42253 -3.19621
C -1.41547 -1.02427 -1.93847
C -0.07003 -0.93127 -1.62357
C 0.90702 -0.10381 -2.39291
C 0.43392 1.34398 -2.78362
C 0.74530 -2.92211 3.41185
H -0.25709 2.99625 -1.43493
H -2.58864 2.68251 -1.57682
H -2.79763 1.44108 -3.99738
H -3.73529 0.87870 -2.60771
H -2.88712 -1.08162 -3.53663
H -1.34439 -0.37369 -4.02562
H -2.08385 -1.75859 -1.40330
H 0.37228 -1.74972 -1.04012
H 1.21209 -0.64683 -3.31272
H 1.84907 -0.03301 -1.80880
H 1.36911 1.96252 -2.77352
H 0.08011 1.24917 -3.82924
H 0.91260 -2.06230 4.05934
H 1.37847 -3.75181 3.68383
H -0.29144 -3.21653 3.49468
F -2.47774 2.06373 3.09697
B -2.41816 0.66242 2.94869
F -2.25896 0.48961 1.28153
F -1.33883 0.11250 3.62827
F -3.59341 -0.06739 3.19151

Calculated values
multiplicity	1
orbital gap (alpha / beta)	0.1707 / 0.1573	hartree
total charge	0
E_tot	-51628.2935	eV
relative energy (zero: lowest compared OMol25 entry of this formula, charge and spin)	0.0	kJ/mol

---

Entry from OMol25: C15H31BrP2V as an isolated structure (wB97M-V/def2-TZVPD).

Element x y z (Å)
P -1.64600 1.70869 -0.01036
P -0.77079 -1.69231 -0.22146
C -1.96823 0.46239 -1.36945
C -2.27114 -0.98184 -0.97554
H -0.97387 0.51606 -1.87254
H -2.74824 0.90153 -1.99827
H -3.09886 -1.15085 -0.26343
H -2.45209 -1.55041 -1.90234
C -0.24469 -2.48192 -1.90249
H 0.62786 -3.14742 -1.84203
H -0.00987 -1.75459 -2.69290
H -1.06839 -3.09954 -2.30668
C -1.10633 -3.41100 0.38268
H -1.40046 -4.14630 -0.37414
H -1.87625 -3.35976 1.15128
H -0.19840 -3.79709 0.85654
C -1.18880 2.96801 -1.11752
H -1.08784 3.86909 -0.49785
H -2.05622 2.98137 -1.80902
H -0.21790 2.62858 -1.53228
C -3.46090 2.38187 0.45547
H -4.18119 1.65214 0.91955
H -3.90400 2.76398 -0.48280
H -3.58173 3.23999 1.13480
V -2.56290 0.61551 1.46610
C 2.55756 -2.20961 -0.44757
C 3.22785 -1.87304 -1.55947
C 2.96825 -0.49922 -2.17846
C 3.58738 0.66384 -1.33649
C 2.77650 1.63485 -0.54530
C 2.31325 1.42069 0.70038
C 1.51619 0.15404 0.76919
C 2.26709 -1.21567 0.75475
C -1.95155 1.71675 5.35360
H 2.04218 -3.21312 -0.29884
H 3.88767 -2.55356 -2.13416
H 1.87268 -0.33527 -2.34076
H 3.49235 -0.51858 -3.16747
H 4.27984 0.25137 -0.59301
H 4.22729 1.23548 -2.03164
H 2.63717 2.65162 -0.94668
H 2.10506 2.23963 1.38345
H 0.73808 0.22020 -0.04556
H 0.94068 0.25847 1.69645
H 3.20917 -1.03731 1.29708
H 1.70332 -1.83650 1.46561
H -1.86580 1.32640 6.38036
H -2.82753 1.29791 4.84832
H -1.93333 2.80489 5.41788
Br -0.32410 1.29953 4.36304

Calculated values
multiplicity	4
orbital gap (alpha / beta)	0.2019 / 0.2063	hartree
total charge	0
E_tot	-130354.1281	eV
relative energy (zero: lowest compared OMol25 entry of this formula, charge and spin)	789.9	kJ/mol

---

Entry from OMol25: C15H31ClI2NP2Ru as an isolated structure (wB97M-V/def2-TZVPD).

Element x y z (Å)
I 0.07179 0.19911 -3.72428
I -0.37195 2.55757 0.69095
Ru -0.19053 -0.01515 0.13307
P -2.41564 -0.26932 -0.17805
C -3.44332 0.73906 0.93864
C -2.94624 0.21852 -1.84609
H -4.03874 0.35970 -1.85952
H -4.23471 -1.87264 -0.04748
H -2.65547 -0.56707 -2.55524
H -2.73573 -2.57821 -0.75939
H -3.04541 1.76224 0.96802
H -2.42874 1.14291 -2.13107
C -3.14074 -1.92879 0.02526
H -4.47046 0.76036 0.55198
H -2.86654 -2.32829 1.00740
H -3.44147 0.31222 1.95248
P 2.09173 -0.02238 0.05828
C 2.85959 0.96592 1.37943
C 2.84606 -1.65986 0.29077
H 2.56832 -0.01708 -2.29956
H 3.90018 0.74937 -1.34718
H 2.35328 1.62582 -1.66784
C 2.80896 0.65099 -1.45914
H 2.35429 -2.36767 -0.38478
H 3.91915 -1.60593 0.06504
H 3.94708 0.98113 1.22950
H 2.62888 0.53417 2.36042
H 2.70578 -2.00125 1.32256
H 2.46752 1.98904 1.33576
Cl -0.04874 -1.98176 -1.23006
C -1.85429 0.07600 4.95629
N -1.38226 0.94799 3.82966
C -1.74992 2.37006 4.06398
C 0.12446 0.77798 3.61022
C 0.35530 -0.60670 3.10562
C 1.04964 -1.49528 3.93553
C 1.06893 -2.85668 3.65387
C 0.34009 -3.34279 2.57032
C -0.35352 -2.45898 1.74773
C -0.19241 -1.06142 1.87555
H -1.25614 0.32264 5.84330
H -1.73002 -0.97922 4.68936
H -2.91114 0.30294 5.13879
H -1.84761 0.62975 2.95414
H -1.15588 2.74076 4.90867
H -1.53047 2.94245 3.15361
H -2.81968 2.40748 4.28929
H 0.44914 1.56035 2.90140
H 0.60271 0.98184 4.57788
H 1.54208 -1.08942 4.82619
H 1.62337 -3.53547 4.30348
H 0.31113 -4.41364 2.35021
H -0.96821 -2.86658 0.95258

Calculated values
multiplicity	6
orbital gap (alpha / beta)	0.2705 / 0.1880	hartree
total charge	+2
E_tot	-67415.9808	eV
relative energy (zero: lowest compared OMol25 entry of this formula, charge and spin)	0.0	kJ/mol